Molecular formula: C5H64NO32PS
Method: DFT, ωB97M-V/def2-TZVPD

M	713.583	g/mol
energy	-93359.3230	eV
max |F|	2.3	eV/A
E_HOMO	-10.0	eV

Structure (XYZ):
```
104
Properties=species:S:1:pos:R:3:forces:R:3
O -3.1746 1.0642 2.8491 0.4 0.3 -0.1
P -3.2902 -0.1570 3.6460 -0.6 0.8 -0.4
O -3.6705 -1.4700 2.7748 0.2 0.2 0.4
C -2.8734 -1.7117 1.6720 0.1 -0.7 -0.6
O -2.9997 -1.0855 0.6556 -0.1 0.3 0.3
N -1.9699 -2.7714 1.8896 -0.1 0.7 -0.6
C -0.7376 -2.5834 1.0949 0.5 -0.4 0.3
C 0.1722 -1.4812 1.6407 -1.2 -0.2 -0.3
C -0.0873 -0.0739 1.1062 0.6 0.0 0.3
C -0.0670 -0.0165 -0.4090 -0.4 -0.1 -0.3
S -0.8892 1.4372 -1.0400 -0.3 2.3 -0.1
O -0.1161 2.1511 -2.0056 0.4 -1.0 -0.9
O -1.3332 2.3006 0.0083 -0.3 -0.7 0.9
O -2.2390 0.9435 -1.8015 0.7 -0.5 0.3
H -4.3545 -0.0575 4.5534 0.1 -0.6 0.1
H -2.1233 -0.4545 4.3720 -0.1 -0.4 0.0
H -2.4209 -3.5920 1.4844 -0.3 -0.4 0.6
H -0.9514 -2.5181 0.0290 -0.1 0.2 -0.1
H -0.1822 -3.5043 1.2285 -0.1 -0.3 0.0
H 0.0032 -1.4492 2.7152 0.3 -0.1 0.2
H 1.1843 -1.8110 1.4937 0.4 0.2 -0.1
H -0.9836 0.3674 1.5289 -0.3 -0.1 -0.2
H 0.7205 0.5593 1.4658 0.1 0.1 0.1
H 0.9474 0.0174 -0.7914 0.1 0.2 -0.2
H -0.5518 -0.8585 -0.8946 -0.1 -0.1 0.0
H -2.7669 0.4558 -1.1432 -0.1 -0.1 0.0
O 2.8190 -0.8978 2.6090 0.4 0.4 0.1
H 2.7740 -0.4343 3.4571 -0.1 -0.2 0.2
H 3.3208 -0.3016 2.0427 0.1 0.0 0.0
O -0.4308 -5.6293 2.4249 -0.6 0.0 -0.3
H -0.4403 -5.9742 3.3219 0.2 0.0 0.0
H -0.0084 -6.3249 1.9138 0.1 0.0 0.1
O -4.9545 -2.2421 -1.4552 0.0 0.1 0.0
H -5.7560 -1.7532 -1.6645 0.0 0.0 0.0
H -4.5627 -1.7580 -0.7195 0.1 -0.1 0.0
O 2.1641 -6.6139 3.1500 -0.2 -0.2 0.1
H 2.6680 -6.3801 3.9348 0.1 0.0 0.0
H 2.5980 -6.1226 2.4468 0.2 0.0 0.1
O 2.1952 -0.6474 5.6250 0.0 0.2 0.2
H 2.7610 -1.0378 6.3078 0.2 -0.1 -0.1
H 1.3974 -0.3725 6.1003 0.0 -0.3 -0.3
O -4.2796 3.5045 -2.6479 -0.3 0.0 -0.1
H -5.1351 3.1094 -2.8456 0.1 -0.2 0.0
H -3.8031 2.8086 -2.1809 0.1 0.1 0.1
O 2.1837 4.2087 -0.9199 0.0 0.0 0.0
H 1.4611 3.6560 -1.2422 -0.1 -0.1 0.0
H 2.2678 4.8884 -1.5950 -0.2 0.1 0.1
O 1.5350 7.2194 -2.2047 0.0 -0.2 0.0
H 0.6592 7.3864 -2.5685 0.0 0.0 0.0
H 1.3913 7.1842 -1.2520 0.0 0.0 0.0
O 4.9624 4.4380 -1.9862 0.2 0.2 -0.3
H 4.1573 3.9264 -2.1398 0.0 0.0 0.0
H 4.6370 5.2833 -1.6623 0.0 -0.1 0.3
O -0.9567 -0.5682 -4.2207 0.1 0.2 -0.1
H -0.4528 0.1435 -4.6422 0.1 0.1 0.1
H -1.5757 -0.1098 -3.6414 -0.1 -0.1 0.0
O 4.6012 0.9629 5.8579 0.2 -0.1 -0.1
H 3.7122 0.6743 5.6140 0.0 0.1 0.0
H 4.9800 0.1597 6.2472 -0.1 0.3 0.0
O -6.4638 5.9151 -2.9498 -0.1 -0.1 0.0
H -5.9764 5.0889 -2.8543 0.2 0.2 0.2
H -6.6040 6.0002 -3.8976 0.0 0.0 0.0
O 4.6817 -1.6377 7.0256 -0.2 0.0 0.2
H 4.6342 -2.0323 7.9016 0.0 0.1 0.0
H 5.0109 -2.3553 6.4639 0.1 -0.2 0.0
O -0.6504 -2.5255 -6.4324 0.2 -0.2 0.0
H -0.7093 -1.9570 -5.6512 -0.2 0.0 0.0
H -0.2080 -1.9771 -7.0896 -0.1 0.0 0.1
O -4.0265 -5.1856 1.0739 0.1 -0.1 0.1
H -4.8771 -5.5647 0.8337 0.0 0.1 -0.1
H -3.5621 -5.9008 1.5221 0.1 0.0 0.0
O 2.4940 4.2400 -3.9537 -0.4 -0.2 -0.1
H 2.5549 4.4054 -4.9015 0.3 0.1 0.0
H 2.2038 5.0892 -3.5973 0.0 0.1 -0.1
O -2.9831 3.9004 1.6782 0.0 0.0 0.0
H -3.0369 3.5360 2.5656 -0.1 -0.1 0.0
H -2.5637 3.1907 1.1714 0.0 0.2 0.1
O 5.0777 -5.7401 2.7152 0.1 0.4 0.2
H 5.6299 -6.5235 2.7723 0.0 -0.1 0.0
H 4.9231 -5.6377 1.7698 0.0 -0.1 0.0
O -1.0267 -0.6070 -8.4635 0.0 0.2 -0.2
H -1.5286 0.1838 -8.6806 0.0 0.0 -0.1
H -1.6446 -1.3302 -8.6175 0.0 -0.1 0.2
O -9.3227 4.9268 -2.1946 0.0 0.1 0.1
H -10.0604 5.5259 -2.3388 0.0 0.0 0.0
H -8.5671 5.5080 -2.0350 0.1 -0.1 -0.2
O 4.2544 -7.6933 0.7914 0.0 -0.1 -0.1
H 3.4435 -8.1653 0.5774 0.0 0.1 0.0
H 4.7948 -8.3528 1.2365 0.0 0.0 0.0
O 0.7554 2.0280 -5.3865 -0.1 -0.1 0.0
H -0.0088 2.5118 -5.7155 0.1 0.1 -0.1
H 1.2146 2.6653 -4.8214 0.0 -0.1 0.3
O 4.7069 6.4195 -4.3617 0.0 0.0 0.1
H 4.6935 7.2955 -3.9655 0.0 0.0 0.0
H 5.0171 5.8240 -3.6634 0.0 -0.2 -0.1
O -0.4561 -0.8093 6.7148 -0.2 0.3 0.1
H -1.2742 -1.2744 6.5162 0.1 -0.1 0.0
H -0.7399 0.0046 7.1468 0.0 0.0 0.1
O 0.2855 2.7748 -8.2565 -0.1 0.1 -0.1
H -0.1842 1.9725 -8.0112 0.1 -0.1 0.0
H 1.2117 2.5234 -8.1861 0.0 0.0 0.1
O 5.4492 -3.8819 5.6103 0.0 -0.1 -0.3
H 6.0084 -4.6592 5.6911 0.1 0.0 0.1
H 5.2945 -3.8060 4.6600 -0.1 0.0 0.0
```
Forces are in eV/Å.



Molecular formula: C4H7N2O2
Method: DFT, ωB97M-V/def2-TZVPD

M	115.112	g/mol
energy	-11337.0445	eV
max |F|	2.0	eV/A
E_HOMO	-4.3	eV
total charge	-1

Structure (XYZ):
```
15
Properties=species:S:1:pos:R:3:forces:R:3
C -1.1541 1.6485 1.2972 1.0 0.2 -1.4
C -0.7645 2.2448 0.1466 0.3 -0.5 1.5
C 0.1183 -0.1601 1.8884 -1.7 1.0 -0.1
N -0.2283 1.0473 2.2057 0.2 -1.6 -0.5
H -2.1905 1.4753 1.5821 0.0 0.3 -0.1
H 0.3202 2.3105 -0.0881 -1.0 -0.1 0.0
H -1.4993 2.6517 -0.5335 0.1 0.0 -0.1
H 0.6914 -0.7353 2.6208 0.3 0.2 -0.5
H -0.3371 -0.6697 0.9830 0.9 0.5 1.0
N -0.7103 -1.4875 -1.4684 -0.5 -0.6 -0.1
C 0.6653 -1.0385 -1.2217 -0.3 -1.5 -0.8
O 1.4117 -1.9197 -0.7165 -0.3 0.8 0.2
O 0.8726 0.1124 -1.6107 0.6 0.8 0.1
H -1.0921 -1.1532 -2.3603 0.4 0.0 0.7
H -0.7872 -2.5070 -1.4101 0.2 0.6 -0.1
```
Forces are in eV/Å.



Molecular formula: C15H24EuI2InN2O3S2
Method: DFT, ωB97M-V/def2-TZVPD

2S+1	7
M	865.092	g/mol
<S²>	12.044
energy	-87396.0313	eV
max |F|	4.8	eV/A
E_HOMO (spin up / spin down)	-19.6 / -19.4	eV
total charge	+4

Structure (XYZ):
```
50
Properties=species:S:1:pos:R:3:forces:R:3
I -2.9466 0.6412 1.0769 0.7 -0.3 -0.5
I 4.0930 4.4778 -1.1403 -1.2 -2.0 0.2
Eu 2.6084 1.8566 -0.9163 1.0 2.4 0.1
In -0.4054 0.0936 0.2862 -0.4 1.1 1.1
S -0.1956 2.2426 -1.3699 0.1 0.1 0.3
S 1.0475 1.8554 1.4820 0.0 -0.3 -1.4
C -0.6034 -1.5159 -1.5601 -1.6 -2.8 -2.6
C -0.7632 2.2111 -3.1022 -0.6 -0.6 -0.2
C 1.8102 1.4466 3.1034 0.1 -0.4 0.4
C 0.0518 3.3120 -3.7642 0.6 0.7 0.6
C -0.4989 0.8742 -3.7658 0.2 -0.3 -0.5
C -2.2486 2.5318 -3.0875 -0.5 0.4 0.2
C 2.6222 2.6764 3.4874 -0.1 0.6 -0.3
C 2.7085 0.2411 2.9296 0.3 -0.6 0.0
C 0.6826 1.1408 4.0709 -0.4 0.2 0.2
C 2.8686 0.4050 -3.2792 1.4 -1.1 -4.4
C 4.4282 -0.0423 -0.1093 3.9 -2.2 1.8
O -1.0112 -2.3251 -2.2598 1.5 2.7 2.3
O 3.1394 0.0821 -4.3503 -1.1 1.2 4.3
O 5.3218 -0.6306 0.3168 -3.6 2.3 -1.8
H 1.1209 3.0778 -3.7417 0.1 0.0 -0.2
H -0.0658 4.2634 -3.2397 -0.1 0.1 -0.2
H -0.2648 3.4248 -4.8037 -0.1 0.0 0.1
H 0.3887 0.3732 -3.3781 0.1 0.0 0.0
H -0.3067 1.0487 -4.8322 -0.3 -0.2 0.1
H -1.3483 0.1970 -3.6662 0.0 0.0 -0.1
H -2.8189 1.7941 -2.5139 0.1 -0.1 -0.2
H -2.6393 2.5552 -4.1107 0.1 0.0 0.1
H -2.4422 3.4995 -2.6165 0.0 0.0 -0.2
H 3.1521 2.5045 4.4284 -0.1 -0.1 0.0
H 1.9950 3.5653 3.5869 0.0 -0.1 0.2
H 3.3623 2.9112 2.7147 0.1 -0.1 0.1
H 2.7125 -0.3554 3.8476 0.3 0.2 0.0
H 3.7261 0.5312 2.6616 0.1 0.0 0.2
H 2.3386 -0.4082 2.1369 -0.1 -0.1 0.0
H 1.0916 0.9152 5.0622 0.0 0.1 -0.2
H 0.0974 0.2778 3.7391 0.1 -0.1 0.0
H -0.0169 1.9746 4.1627 0.1 0.0 0.1
C 2.5090 -2.8869 1.3619 -0.3 0.3 -0.3
C 1.0475 -2.9474 1.6199 1.0 -0.5 0.1
N 0.0601 -2.1438 1.2315 -2.2 0.4 -0.2
C -1.1332 -2.7443 1.6204 1.5 3.2 -1.8
C -0.8524 -3.8924 2.2985 2.8 -2.7 1.5
N 0.5324 -3.9965 2.2989 -2.2 -0.6 0.4
H 3.0473 -2.7530 2.3141 -0.1 -0.1 -0.2
H 2.8440 -3.8410 0.9189 -0.1 0.2 0.2
H 2.7539 -2.0685 0.6765 -0.1 -0.3 0.3
H -2.0745 -2.2778 1.3789 -0.3 -0.2 0.1
H -1.5052 -4.6171 2.7526 -0.1 -0.2 0.2
H 1.0990 -4.7403 2.7032 -0.3 -0.2 0.1
```
Forces are in eV/Å.



Molecular formula: C22H24N6O3
Method: DFT, ωB97M-V/def2-TZVPD

M	420.473	g/mol
energy	-38287.1144	eV
max |F|	1.2	eV/A
E_HOMO	-8.2	eV

Structure (XYZ):
```
55
Properties=species:S:1:pos:R:3:forces:R:3
C 2.9162 2.5459 2.4741 0.0 0.1 0.3
H 2.1054 2.1694 3.0965 0.1 0.1 0.0
O 2.6096 2.1319 1.1659 0.1 0.0 -0.7
C 3.4542 2.5120 0.1470 -0.1 0.0 0.0
C 4.6255 3.2282 0.3123 -0.1 -0.1 0.2
C 5.4023 3.5541 -0.7913 0.1 0.0 -0.1
C 5.0126 3.1663 -2.0572 0.1 0.1 0.1
C 3.8416 2.4478 -2.2375 -0.1 -0.1 -0.1
C 3.0546 2.1165 -1.1462 0.2 0.1 0.0
N 1.8675 1.3874 -1.2228 -0.1 -0.1 0.4
C 1.1425 1.0454 -2.3273 -0.1 0.0 0.0
O 1.4857 1.3250 -3.4626 0.2 0.1 -0.1
C -0.0900 0.2825 -2.0080 -0.3 -0.4 0.0
C -1.1343 0.2174 -2.8686 0.2 0.2 0.1
N -2.2553 -0.5335 -2.5703 -0.1 0.2 -0.2
C -2.2126 -1.4336 -1.5522 0.3 -0.5 0.7
N -3.0519 -2.4004 -1.2480 -0.3 0.3 -0.5
C -2.4713 -2.9776 -0.1630 0.2 0.4 -0.3
N -1.3386 -2.4150 0.1949 0.3 -0.4 0.7
N -1.1714 -1.4274 -0.7054 -0.7 -0.2 -1.0
C -0.1246 -0.4369 -0.6691 0.1 0.2 0.3
C -0.4037 0.4741 0.5175 0.0 0.0 0.3
C -0.0722 0.0561 1.8020 0.0 0.2 -0.1
C -0.3967 0.8676 2.8749 0.0 0.0 -0.1
C -1.0431 2.0686 2.6191 0.1 -0.1 0.3
N -1.3712 2.4692 1.4038 -0.3 0.5 0.0
C -1.0662 1.6901 0.3830 0.2 -0.3 -0.2
H -1.3564 2.0593 -0.5928 0.0 0.0 -0.1
H -1.3161 2.7416 3.4211 0.0 0.0 0.1
H -0.1595 0.5725 3.8856 0.0 0.0 0.1
H 0.4201 -0.8941 1.9489 0.1 -0.1 0.0
H 0.8228 -0.9684 -0.4921 -0.2 0.1 -0.1
C -3.0768 -4.1408 0.5352 0.1 0.0 0.3
H -4.0993 -4.2417 0.1668 0.0 0.0 0.0
H -2.5194 -5.0430 0.2639 -0.1 0.0 0.0
C -3.0375 -3.9583 2.0544 -0.2 -0.4 0.0
H -3.6495 -3.0988 2.3340 0.0 0.1 0.1
H -2.0088 -3.7565 2.3530 0.0 0.0 0.0
C -3.5417 -5.1936 2.8030 0.5 0.3 0.0
O -4.9247 -5.4102 2.6600 -0.5 0.0 -0.2
H -5.1282 -5.4838 1.7211 0.0 0.0 0.1
H -3.3820 -5.0669 3.8765 0.1 0.0 -0.1
H -2.9796 -6.0802 2.4718 0.0 0.1 0.1
H -3.0014 -0.6138 -3.2424 0.1 0.0 0.0
C -1.2403 0.9308 -4.1749 0.1 0.2 0.0
H -1.2293 0.2071 -4.9894 0.0 -0.1 -0.1
H -2.1796 1.4812 -4.2175 -0.1 0.0 0.0
H -0.4059 1.6081 -4.3156 -0.1 0.0 0.0
H 1.4572 1.2391 -0.3107 0.0 0.0 -0.1
H 3.5247 2.1453 -3.2210 0.0 0.0 0.0
H 5.6176 3.4204 -2.9137 0.0 0.0 -0.1
H 6.3136 4.1141 -0.6468 0.1 0.0 0.0
H 4.9463 3.5405 1.2935 0.0 0.0 0.1
H 3.8656 2.1222 2.8166 0.0 0.0 0.0
H 2.9533 3.6367 2.5498 0.0 0.0 0.0
```
Forces are in eV/Å.



Molecular formula: CH2S3
Method: DFT, ωB97M-V/def2-TZVPD

M	110.228	g/mol
energy	-33574.3230	eV
max |F|	2.2	eV/A
E_HOMO	-9.1	eV

Structure (XYZ):
```
6
Properties=species:S:1:pos:R:3:forces:R:3
C -1.0641 -0.4077 0.1386 0.8 1.7 -0.9
S -2.6529 -0.4742 0.0531 0.2 0.0 0.0
S 1.7496 0.6219 0.4413 0.2 0.1 0.1
S -0.0468 1.0998 -0.4003 -1.3 -1.6 0.7
H -0.3988 -1.1978 0.4563 0.2 -0.2 0.2
H 2.4130 0.3580 -0.6891 0.1 -0.2 -0.1
```
Forces are in eV/Å.